8
Properties=species:S:1:pos:R:3:forces:R:3:nbo_charge:R:1 method="wB97M-V/def2-TZVPD" total_energy_ha=-1028.74011 lumo_ha="-0.339 / -0.340" molar_mass_g_mol=117.45 gap_ev="7.0 / 7.0" charge=+1 homo_energy_ha="-0.59779 / -0.59836"
O 1.3127 0.7846 0.7479 -4.258 -0.018 -2.306 -0.88
O 0.1034 -1.0994 -0.7977 0.187 -0.572 0.640 -0.95
O -0.4369 1.1647 -0.9379 0.303 0.492 3.412 -0.95
P -0.0592 0.1015 0.1706 -0.220 2.614 -1.091 2.19
Cl -2.4409 -0.1662 1.9522 2.699 0.235 -1.810 -0.07
H 1.8735 0.2878 1.2869 1.619 -1.554 1.910 0.54
H 0.2514 -2.0231 -0.5794 0.041 -0.489 0.339 0.57
H -0.6039 0.9501 -1.8426 -0.371 -0.708 -1.094 0.56


9
Properties=species:S:1:pos:R:3:forces:R:3:nbo_charge:R:1 method="wB97M-V/def2-TZVPD" total_energy_ha=-452.11300 lumo_ha=0.018 molar_mass_g_mol=171.97 gap_ev=10.0 charge=0 homo_energy_ha=-0.34918
C -0.7485 -0.2193 0.1105 1.476 2.210 0.209 -0.06
C 0.4658 0.8548 -0.2654 -1.386 -2.076 0.103 -0.54
O -0.4497 -1.5416 -0.1364 0.132 -0.666 -0.011 -0.70
I 2.3793 -0.0739 0.0580 -0.256 0.333 0.060 0.05
H -1.6008 0.0569 -0.5073 -0.011 -0.007 -0.010 0.18
H -0.9916 -0.0317 1.1658 -0.044 -0.103 -0.169 0.16
H 0.4032 1.7504 0.3343 0.032 0.102 0.125 0.22
H 0.4139 1.0811 -1.3241 0.143 0.087 -0.026 0.21
H 0.1283 -1.8766 0.5646 -0.085 0.121 -0.281 0.48


26
Properties=species:S:1:pos:R:3:forces:R:3:nbo_charge:R:1 method="wB97M-V/def2-TZVPD" total_energy_ha=-1720.98973 lumo_ha=0.027 molar_mass_g_mol=243.07 gap_ev=8.8 charge=0 homo_energy_ha=-0.29620
C -2.2822 0.7143 -1.5576 0.072 -1.292 0.222 -0.71
C -1.0943 0.4080 -0.6416 -1.061 -0.472 -1.976 0.70
O -0.7142 1.2860 0.0612 1.121 1.570 1.526 -0.60
N -0.4755 -0.8413 -0.6901 -0.962 0.833 1.875 -0.72
C -1.4280 -1.9792 -0.7140 0.580 -0.932 -0.905 -0.43
P 0.7349 -1.0789 0.5580 1.051 -1.781 0.243 0.95
C -0.0139 -0.6883 2.2432 -0.255 1.114 -0.724 -0.51
N -1.4092 -1.1243 2.3085 0.086 -0.231 -0.371 -0.85
C 2.0881 0.1724 0.3694 -1.815 -0.312 1.311 -0.34
Cl 2.6643 0.8940 1.8730 -0.164 -0.293 -0.376 0.00
C 2.6278 0.5261 -0.7641 1.128 0.648 -1.190 -0.03
C 3.7032 1.5551 -0.9201 0.256 0.106 -0.223 -0.65
Cl 2.0952 -0.1877 -2.2744 0.160 0.161 0.339 0.00
H -2.3720 0.0050 -2.3846 0.109 0.233 -0.047 0.22
H -2.2070 1.7402 -1.8994 -0.042 0.002 0.052 0.25
H -3.1759 0.5660 -0.9411 -0.038 0.333 -0.141 0.23
H -1.2474 -2.5479 -1.6334 -0.350 0.093 0.015 0.20
H -1.2467 -2.6824 0.1005 0.091 0.301 0.098 0.23
H -2.4732 -1.6815 -0.6409 0.159 0.178 -0.097 0.20
H 0.5831 -1.2378 2.9706 0.037 0.108 -0.072 0.22
H 0.0789 0.3964 2.3677 0.130 -0.208 0.431 0.21
H -1.7788 -1.0296 3.2470 0.100 0.050 -0.059 0.37
H -1.9593 -0.5250 1.7018 -0.077 -0.010 0.213 0.35
H 4.1836 1.8009 0.0250 -0.183 -0.090 0.008 0.24
H 3.2742 2.4773 -1.3240 0.052 -0.094 -0.067 0.23
H 4.4889 1.2111 -1.5965 -0.184 -0.012 -0.085 0.23


14
Properties=species:S:1:pos:R:3:forces:R:3:nbo_charge:R:1 method="wB97M-V/def2-TZVPD" total_energy_ha=-361.84693 lumo_ha=0.023 molar_mass_g_mol=101.10 gap_ev=10.6 charge=0 homo_energy_ha=-0.36590
C -2.3872 -0.1119 -0.1139 -0.024 0.014 -0.003 -0.71
C -0.9765 -0.4815 0.2827 -0.098 -0.293 0.202 0.67
N 0.0866 0.1459 -0.2974 -0.141 -0.018 0.070 -0.62
O -0.7822 -1.3580 1.1098 -0.248 0.109 -0.164 -0.63
C 1.3989 -0.3163 0.1437 0.080 0.002 0.062 -0.33
C 2.4027 0.7872 -0.0772 0.071 0.236 0.224 0.43
O 2.8521 1.4603 0.8171 -0.087 -0.335 -0.568 -0.49
H -2.9289 0.1239 0.8064 0.059 0.013 -0.171 0.25
H -2.4929 0.7107 -0.8256 0.167 -0.082 0.091 0.21
H -2.8422 -1.0148 -0.5320 0.028 0.168 0.017 0.24
H -0.0311 0.8780 -0.9899 0.055 -0.345 0.304 0.40
H 1.3552 -0.5548 1.2112 -0.057 0.126 -0.264 0.25
H 1.6747 -1.2380 -0.3935 0.076 0.267 0.058 0.21
H 2.6707 0.9693 -1.1415 0.119 0.139 0.142 0.10